DFT (ωB97M-V/def2-TZVPD) results for a structure of composition C7H12N2 in a non-equilibrium geometry.

Results
Relative energy (zero: lowest compared OMol25 entry of this formula, charge and spin)   646.7 kJ/mol
Electronic energy   -10426.775 eV
Maximum force   9.1 eV/Å
Gap between HOMO and LUMO   9.370 eV

Structure (XYZ):
```
21
Properties=species:S:1:pos:R:3:forces:R:3
C 3.699 -0.406 0.023 0.22 -0.21 -4.37
C 2.201 0.011 0.140 1.61 2.42 2.90
C 1.008 -0.170 -0.403 1.91 0.64 -0.25
C -0.132 0.729 -0.305 6.08 5.65 3.62
C -1.574 -1.145 0.309 1.35 -0.33 -0.02
C -2.996 -0.672 -0.053 -2.53 -4.68 0.04
C -2.635 0.738 -0.076 1.34 5.71 1.53
H 4.342 0.610 -0.247 -1.79 -2.68 0.31
H 3.820 -1.269 -0.837 -0.25 2.52 1.42
H 4.326 -0.902 0.742 -0.74 0.14 1.46
H 2.125 0.880 0.848 0.29 -0.74 -0.38
H 0.928 -0.861 -1.122 -0.47 -2.99 -2.64
H 0.966 2.601 -0.111 -2.99 -3.19 1.25
H -1.438 -1.245 1.595 0.09 0.77 -3.84
H -1.005 -2.081 -0.258 -1.87 2.37 1.66
H -3.039 -0.950 -1.184 -1.18 -0.31 2.14
H -3.625 -1.135 0.816 -0.24 1.11 -2.47
H -2.741 1.313 0.938 0.92 -1.73 -0.95
H -2.982 1.811 -0.639 0.62 -3.81 0.09
N 0.026 1.960 0.210 1.22 1.30 -2.86
N -1.272 0.187 -0.385 -3.59 -1.96 1.38
```
Forces are in eV/Å.

DFT (ωB97M-V/def2-TZVPD) results for a structure of composition C4H5NaO6 in a non-equilibrium geometry.

Results
Relative energy (zero: lowest compared OMol25 entry of this formula, charge and spin)   0.0 kJ/mol
Spin multiplicity   2
Electronic energy   -20931.493 eV
Net charge   -1
Maximum force   3.3 eV/Å
⟨S²⟩   0.75
Gap between HOMO and LUMO (alpha / beta)   4.620 / 7.270 eV

Structure (XYZ):
```
16
Properties=species:S:1:pos:R:3:forces:R:3
H -0.909 0.424 2.268 -0.22 -0.09 -0.09
C -1.531 0.549 1.363 0.59 0.11 0.11
C -1.876 -0.838 0.840 0.12 -0.52 -0.34
O -0.692 -1.607 0.654 -0.66 -0.48 1.21
C 0.023 -1.612 -0.510 1.37 1.64 0.71
O -0.566 -1.304 -1.560 -0.24 -0.16 -0.75
O 1.257 -1.761 -0.280 -0.81 -0.15 -0.57
Na -0.529 1.015 -1.788 0.46 -0.33 0.64
O -0.811 1.316 0.440 -0.19 -0.14 0.09
H -2.474 1.040 1.668 0.11 0.05 -0.10
H -2.454 -0.843 -0.092 0.06 0.32 0.03
H -2.472 -1.377 1.591 0.12 0.08 -0.04
H 1.502 -0.388 0.742 0.02 2.93 1.49
O 1.261 1.783 -0.576 -0.52 0.41 0.91
O 1.499 0.609 1.345 -0.88 -2.71 -1.39
C 0.892 1.588 0.626 0.65 -0.95 -1.91
```
Forces are in eV/Å.

DFT (ωB97M-V/def2-TZVPD) results for a cluster of 2 separate species, C4H11N3O4 in total in a non-equilibrium geometry.

Results
SMILES   N[C@@H](CN(O)N=O)C(=O)O.C
Electronic energy   -16982.869 eV
Maximum force   3.3 eV/Å
Gap between HOMO and LUMO   10.419 eV

Structure (XYZ):
```
22
Properties=species:S:1:pos:R:3:forces:R:3
C 0.674 -1.504 0.449 -1.18 1.22 2.40
C 0.187 -1.345 -0.960 -0.19 -2.36 -1.60
C 1.888 -0.634 0.827 -0.57 1.19 0.88
C -2.823 2.774 1.781 -1.32 0.76 -0.46
H -0.848 -0.441 1.519 1.11 -2.56 -0.30
H -0.089 -1.656 2.342 0.40 -0.24 1.04
H 1.139 -2.481 0.534 -0.35 -0.51 -0.40
H -0.520 -2.159 -1.147 -0.04 -0.08 0.17
H 1.018 -1.568 -1.597 0.61 0.03 -0.59
H -1.421 0.816 -2.604 -0.06 -0.57 -0.16
H 3.633 -0.349 0.201 0.92 0.72 0.38
H -2.301 2.544 2.686 0.82 -0.73 0.16
H -3.687 3.334 2.211 0.47 0.03 -0.86
H -3.246 1.922 1.224 0.44 0.11 0.54
H -2.212 3.363 1.069 -0.43 -0.18 0.66
N -0.468 -1.471 1.446 -0.03 2.76 -1.87
N -0.461 -0.170 -1.442 0.00 1.97 2.01
N -0.604 0.798 -0.567 -1.22 0.80 -1.65
O -1.098 -0.134 -2.672 0.36 0.70 1.15
O -1.314 1.758 -0.969 1.05 -1.41 0.07
O 2.910 -0.928 0.012 -0.65 -0.67 -0.58
O 1.965 0.158 1.742 -0.14 -0.97 -1.00
```
Forces are in eV/Å.

DFT (ωB97M-V/def2-TZVPD) results for a cluster of 2 separate species, C4H12NO2 in total in a non-equilibrium geometry.

Results
Relative energy (zero: lowest compared OMol25 entry of this formula, charge and spin)   858.8 kJ/mol
Electronic energy   -9913.329 eV
Net charge   +1
Maximum force   3.8 eV/Å
Gap between HOMO and LUMO   4.657 eV

Structure (XYZ):
```
19
Properties=species:S:1:pos:R:3:forces:R:3
C 0.802 -0.356 1.116 0.21 2.00 0.03
O 1.672 0.813 1.133 -0.15 -1.65 0.27
C 0.408 -0.598 -0.402 1.56 -1.50 3.12
C -0.948 0.100 -0.583 -1.00 -0.88 -1.75
C -0.975 1.604 -0.564 0.32 0.91 0.23
O 0.088 2.145 -1.342 -0.62 -0.46 -0.21
N 0.526 -2.050 -0.428 -1.61 1.53 -0.92
H 1.265 -1.190 1.629 0.51 -0.39 -0.45
H -0.027 -0.117 1.789 -0.37 0.24 -0.50
H 2.517 0.376 1.303 0.35 0.86 -0.07
H 1.212 -0.265 -1.078 -0.41 0.50 -0.22
H -1.425 -0.335 -1.480 0.25 0.52 -0.04
H -1.588 -0.246 0.247 0.22 -0.37 0.35
H -1.987 1.962 -0.882 0.72 -0.34 0.07
H -0.798 1.965 0.451 -0.32 -0.23 0.27
H 0.177 3.054 -1.043 0.25 0.15 -0.22
H -0.244 -2.345 0.266 -0.14 -1.00 1.34
H -1.126 -2.021 1.220 0.50 -0.04 -1.34
H 0.451 -2.497 -1.352 -0.27 0.15 0.05
```
Forces are in eV/Å.